The following is a quantum chemistry calculation of the molecule C3H4N2O in a non-equilibrium geometry, from the Open Molecules 2025 dataset.

Properties
SMILES string: Nc1cnoc1
Energy relative to the best compared isomer or geometry (same formula, charge and spin), eV: 2.9920
Orbital gap, hartree: 0.360
E, a.u.: -301.3773
Max |F|, hartree/bohr: 0.0580
E_LUMO, eV: 0.85

```
10
Properties=species:S:1:pos:R:3:forces:R:3
N -1.16001 -1.21300 -0.37017 0.3 0.4 0.1
C -0.26779 -0.11919 -0.30772 2.1 -0.1 1.2
C 1.03002 -0.37873 0.50976 -1.1 0.3 -0.8
N 1.82007 0.63831 0.49103 -0.4 -0.4 0.0
O 1.26782 1.60995 -0.24493 -2.7 -0.6 -1.2
C -0.07214 1.14710 -0.77492 2.5 0.2 1.3
H -1.00142 -1.79067 0.44529 -0.2 -0.1 -0.2
H -2.15782 -1.14545 -0.54905 0.5 0.7 -0.1
H 1.38295 -1.27083 1.07497 -0.8 0.6 -0.6
H -0.46384 1.98044 -1.37063 -0.3 -1.0 0.3
```
Positions in Å, forces in eV/Å.